Run 1
This record from the Open Molecules 2025 dataset describes C7H7NS in the gas phase. The level of theory is wB97M-V/def2-TZVPD.

The geometry in ORCA input format:
```
! wB97M-V def2-TZVPD RIJCOSX def2/J DEFGRID3
* xyz 0 1
C -0.6415 -1.6478 -1.2316
C 1.0759 -1.9456 -2.9043
C 0.3345 -0.6983 -1.2120
C -0.0245 0.5054 1.0187
C 0.2086 0.2321 2.3054
C -0.6653 1.3630 0.1300
C 0.5625 0.5074 -0.3842
N 1.3477 -0.9787 -2.1068
S -0.4296 -2.7861 -2.5332
H -1.6219 -1.6044 -0.8925
H 1.6581 -2.5959 -3.5864
H 0.8358 -0.6206 2.5245
H -0.4820 0.5761 3.0816
H -1.7499 1.3073 -0.2433
H -0.4420 2.4904 0.0306
H 1.5146 1.1645 -0.6702
*
```

HOMO level: -0.3177 Ha
SMILES: C=C1C[C@@H]1c1cscn1
orbital gap: 9.470 eV
LUMO: 0.826 eV

=====

Run 2
This record from the Open Molecules 2025 dataset describes C7H7NS in the gas phase. The level of theory is wB97M-V/def2-TZVPD.

The geometry in ORCA input format:
```
! wB97M-V def2-TZVPD RIJCOSX def2/J DEFGRID3
* xyz 0 1
C 0.9973 -0.6500 -1.3924
C -0.7207 0.1421 1.8449
C 0.2364 -0.0799 -0.3651
C -0.2355 -0.7834 0.9435
C -0.0291 1.2594 -0.3914
C -0.2053 -2.2016 1.1575
C 0.0278 2.1621 -1.5183
N 1.7315 -0.8029 -2.2695
S -0.7047 1.6975 1.1645
H -0.9405 0.0128 2.8254
H 0.6804 -2.6865 0.8459
H -0.4913 -2.5013 2.1124
H -0.8092 -2.7652 0.5162
H -0.9032 2.5331 -1.8474
H 0.8042 3.0335 -1.2677
H 0.5619 1.6301 -2.3586
*
```

HOMO level: -0.3292 Ha
SMILES: Cc1csc(C)c1C#N
orbital gap: 9.609 eV
LUMO: 0.650 eV

=====

Winner for stability: run 2

=====

Run 1
This record from the Open Molecules 2025 dataset describes a 2-piece molecular cluster, C3H9O overall. The level of theory is wB97M-V/def2-TZVPD.

The geometry in ORCA input format:
```
! wB97M-V def2-TZVPD RIJCOSX def2/J DEFGRID3
* xyz -1 1
C 2.4018 -0.2539 -1.0614
H 1.5266 -0.1072 -0.4073
H 2.8559 0.6690 -1.4049
H 2.0929 -0.8570 -1.9107
H 3.1430 -0.8430 -0.5049
C -1.0293 0.0293 1.2439
O 0.2021 0.5358 1.0907
C -1.9747 0.3309 0.0682
H -1.5819 0.4124 2.1553
H -1.0285 -1.0888 1.3913
H -2.9159 -0.2555 0.1453
H -1.4793 0.0340 -0.8641
H -2.2126 1.3941 0.0585
*
```

HOMO level: -0.0811 Ha
orbital gap: 6.796 eV
LUMO: 4.590 eV

=====

Run 2
This record from the Open Molecules 2025 dataset describes a 2-piece molecular cluster, C3H9O overall. The level of theory is wB97M-V/def2-TZVPD.

The geometry in ORCA input format:
```
! wB97M-V def2-TZVPD RIJCOSX def2/J DEFGRID3
* xyz -1 1
C -4.8005 -0.9275 2.5840
H -3.7796 -0.6980 2.5158
H -4.8525 -2.0557 2.6091
H -5.2844 -0.4845 3.4395
H -5.1648 -0.6011 1.6477
C 2.4721 0.1634 -1.2204
O 2.7430 0.0498 0.1477
C 3.4942 1.0461 -2.0557
H 2.5694 -0.9389 -1.6932
H 1.4146 0.5113 -1.6105
H 3.8452 1.6497 -1.1708
H 4.3961 0.6048 -2.4068
H 2.9473 1.6806 -2.7864
*
```

HOMO level: -0.0733 Ha
orbital gap: 5.055 eV
LUMO: 3.061 eV

=====

Run 3
This record from the Open Molecules 2025 dataset describes a 2-piece molecular cluster, C3H9O overall. The level of theory is wB97M-V/def2-TZVPD.

The geometry in ORCA input format:
```
! wB97M-V def2-TZVPD RIJCOSX def2/J DEFGRID3
* xyz -1 1
C 0.7502 -1.7558 -1.9117
H 1.3068 -1.5649 -0.9968
H 0.2637 -2.7361 -1.8538
H 1.4448 -1.7580 -2.7491
H 0.0065 -0.9802 -2.0357
C -0.1937 0.6805 0.5868
O 0.7261 -0.2194 0.9843
C -0.7721 1.5233 1.7680
H -1.0730 0.2086 0.0696
H 0.2043 1.4251 -0.1555
H -0.2095 2.4549 1.9100
H -0.6172 0.9229 2.6668
H -1.8367 1.7992 1.7170
*
```

HOMO level: -0.0759 Ha
orbital gap: 6.581 eV
LUMO: 4.516 eV

=====

Winner for stability: run 1